Record 1
Here is C3H2ClNO in the gas phase at a distorted geometry from OMol25. Energies are from wB97M-V/def2-TZVPD.

Cartesian coordinates (Å):
O 0.34807 2.93789 0.40909
C 0.29277 1.82590 0.55491
C 0.34640 0.53738 0.56155
C 0.06463 -0.59078 -0.32147
N -0.17798 -1.80620 0.00074
Cl -0.79365 -2.70271 -1.39933
H -0.05623 0.12515 1.49877
H -0.02402 -0.32662 -1.30426

The HOMO energy is -9.5 eV. The HOMO-LUMO gap is 9.78 eV. The calculation puts the total energy at -705.59796 a.u. For the LUMO energy, the calculation gives 0.0102 Eh. Its charge is 0. The calculation puts the energy relative to the best compared isomer or geometry (same formula, charge and spin) at 54.05 kcal/mol. As for the strongest force on any atom: 4.91 eV/A. Its SMILES is O=C=C/C=N/Cl.

---

Record 2
Here is 2 unconnected molecules or ions with the total composition C3H2ClNO at a distorted geometry from OMol25. Energies are from wB97M-V/def2-TZVPD.

Cartesian coordinates (Å):
O 0.16983 -0.94186 -1.69540
C 0.58876 -0.42760 -0.73463
C 1.31205 0.17888 0.16545
Cl 2.91109 0.67195 -0.37147
H 1.09441 0.37911 1.18981
C -2.05887 0.03186 0.47623
N -0.96677 -0.28885 0.56767
H -3.05049 0.39650 0.40234

The HOMO energy is -8.5 eV. The HOMO-LUMO gap is 8.81 eV. The calculation puts the total energy at -705.60840 a.u. For the LUMO energy, the calculation gives 0.0116 Eh. Its charge is 0. The calculation puts the energy relative to the best compared isomer or geometry (same formula, charge and spin) at 47.50 kcal/mol. As for the strongest force on any atom: 2.19 eV/A. Its SMILES is O=C=CCl.C#N.

---

Record 3
Here is C3H2ClNO2 in the gas phase at a distorted geometry from OMol25. Energies are from wB97M-V/def2-TZVPD.

Cartesian coordinates (Å):
O 0.71237 -0.15543 -1.61567
C 0.18575 -0.02256 -0.37972
C 0.25062 1.09944 0.59373
N -0.43208 0.65492 1.68113
O -0.99714 -0.59427 1.41478
C -0.78119 -0.97386 0.12556
Cl -1.58435 -2.31945 -0.74094
H 1.73402 0.29445 -1.71284
H 0.91201 2.01676 0.63397

The HOMO energy is -8.9 eV. The HOMO-LUMO gap is 9.11 eV. The calculation puts the total energy at -780.82442 a.u. For the LUMO energy, the calculation gives 0.0076 Eh. Its charge is 0. The calculation puts the energy relative to the best compared isomer or geometry (same formula, charge and spin) at 79.57 kcal/mol. As for the strongest force on any atom: 4.94 eV/A. Its SMILES is Oc1cnoc1Cl.

---

Record 4
Here is a molecular structure, C3H2ClNO2 at a distorted geometry from OMol25. Energies are from wB97M-V/def2-TZVPD.

Cartesian coordinates (Å):
C -0.72622 -3.94842 -0.19630
C -1.08690 -3.63101 -1.53112
C -1.78482 0.84374 -0.14918
N -1.12516 -2.75687 -0.47240
O -0.45067 -4.68004 0.66629
O -1.23959 -3.87689 -2.65755
Cl -0.84825 -0.52889 -0.31628
H -1.97400 1.00321 0.91838
H -2.25838 1.08124 -1.08350

The HOMO energy (alpha / beta) is -9.6 / -8.4 eV. The HOMO-LUMO gap (alpha / beta) is 9.02 / 5.91 eV. The calculation puts the total energy at -780.74620 a.u. For the LUMO energy (alpha / beta), the calculation gives -0.0196 / -0.0920 Eh. Its charge is 0. The calculation puts the energy relative to the best compared isomer or geometry (same formula, charge and spin) at 128.65 kcal/mol. As for the strongest force on any atom: 4.12 eV/A.